(1)
Formula: C15H25BrIO3P2Sc
Source: OMol25
Level of theory: wB97M-V/def2-TZVPD

Results
- Spin multiplicity: 1
- Frontier orbital gap: 5.90 eV
- HOMO level: -14.349 eV
- Strongest force on any atom: 5.27 eV Å⁻¹
- Total charge: +2
- LUMO level: -8.4475 eV

Geometry as XYZ:
```
48
Properties=species:S:1:pos:R:3:lowdin_charge:R:1
C -0.23 0.34 -3.83 -0.3107
I 1.94 -0.52 -3.28 1.0130
H -0.07 1.09 -4.62 0.0452
H -0.76 0.92 -3.04 -0.0747
H -0.86 -0.47 -4.19 0.0511
Sc 0.16 0.09 -1.29 0.4801
P 0.26 2.76 -1.37 0.7827
C -1.21 3.85 -1.29 -0.2432
C 1.23 3.31 0.09 -0.2399
H 1.28 4.40 0.18 0.0760
H 1.15 4.55 -2.81 0.0750
H 2.24 2.90 0.01 0.0595
H 2.24 3.14 -2.71 0.0554
H -1.81 3.62 -0.40 0.0082
H 0.78 2.89 1.00 0.0058
C 1.20 3.45 -2.78 -0.2408
H -0.95 4.92 -1.28 0.0805
H 0.80 3.06 -3.73 0.0335
H -1.84 3.65 -2.17 0.0559
P 0.50 -2.87 -0.87 0.7631
C -1.16 -3.63 -1.07 -0.2614
C 1.55 -3.99 -1.86 -0.2939
H 1.64 -2.83 1.25 0.0420
H 1.22 -4.52 0.83 0.0683
H -0.04 -3.39 1.44 0.0520
C 0.86 -3.48 0.82 -0.2474
H 2.58 -3.61 -1.84 0.0395
H 1.54 -5.02 -1.47 0.0659
H -1.14 -4.73 -0.94 0.0725
H -1.56 -3.37 -2.06 0.0422
H 1.22 -3.98 -2.90 0.0427
H -1.83 -3.19 -0.31 0.0467
C -2.16 0.55 -1.45 0.0255
O -3.27 0.54 -1.77 0.2159
Br -1.80 2.21 2.11 0.8612
C -0.96 0.95 3.28 -0.5501
C -1.04 1.09 4.66 -0.0863
C -0.62 0.05 5.50 -0.0302
C 0.04 -1.07 4.96 -0.0354
C 0.19 -1.17 3.57 -0.0065
C -0.27 -0.15 2.74 -0.1730
C -0.10 -0.21 1.25 -0.5776
O -1.03 -0.65 0.48 -0.1497
O 1.00 0.18 0.69 -0.1029
H -1.44 2.00 5.09 0.1153
H -0.72 0.15 6.58 0.1242
H 0.51 -1.79 5.63 0.1239
H 0.73 -2.02 3.17 0.1009
```



(2)
Formula: C3H5FO
Source: OMol25
Level of theory: wB97M-V/def2-TZVPD

Results
- Energy above the lowest of the compared OMol25 structures with the same formula, charge and spin: 132.61 kJ/mol
- Spin multiplicity: 1
- Frontier orbital gap: 10.68 eV
- HOMO level: -9.845 eV
- Strongest force on any atom: 3.75 eV Å⁻¹
- Total charge: 0
- SMILES string: O[C@H]1C[C@@H]1F
- LUMO level: 0.8309 eV

Geometry as XYZ:
```
10
Properties=species:S:1:pos:R:3:lowdin_charge:R:1
C -0.44 -0.34 -0.45 -0.3465
C 0.17 0.99 -0.07 -0.0645
C 0.83 -0.26 0.46 -0.2094
H -1.93 -1.44 0.08 0.1511
H -0.28 -0.64 -1.54 0.1719
H 0.76 1.57 -0.72 0.0948
H -0.43 1.56 0.63 0.1109
H 0.89 -0.39 1.60 0.1676
O -1.65 -0.46 0.15 -0.0250
F 2.08 -0.59 -0.13 -0.0509
```



(3)
Formula: C21H27FN2O
Source: OMol25
Level of theory: wB97M-V/def2-TZVPD

Results
- Energy above the lowest of the compared OMol25 structures with the same formula, charge and spin: 2078.57 kJ/mol
- Spin multiplicity: 1
- Frontier orbital gap: 8.09 eV
- HOMO level: -7.798 eV
- Strongest force on any atom: 19.82 eV Å⁻¹
- Total charge: 0
- LUMO level: 0.2946 eV

Geometry as XYZ:
```
52
Properties=species:S:1:pos:R:3:lowdin_charge:R:1
O 1.05 4.00 -1.45 -0.0541
C 0.30 2.86 -1.06 -0.2532
C -0.34 1.94 -2.16 -0.2235
H -1.18 2.58 -2.47 0.1163
H 0.54 2.19 -3.12 0.2094
C -0.55 0.70 -1.73 -0.2817
N -1.64 0.51 -0.68 -0.1772
C -1.11 0.44 0.52 -0.2613
C 0.14 -0.37 0.86 -0.1917
N 1.08 0.08 -0.07 -0.2120
C 0.73 -0.37 -1.26 -0.1471
H 0.62 -1.37 -1.50 0.0864
H 1.57 0.20 -2.22 0.2117
C 2.32 -0.68 0.36 -0.1445
C 2.97 -0.16 1.56 -0.0898
C 3.07 1.30 1.97 -0.0802
C 3.50 1.83 3.03 -0.0343
C 3.77 0.84 4.14 -0.1041
C 3.56 -0.74 3.83 -0.0698
C 3.06 -1.04 2.79 -0.1575
H 3.04 -2.10 2.49 0.1298
H 3.77 -1.29 4.92 0.1757
F 4.22 1.11 5.36 0.0558
H 3.67 2.75 3.43 0.0806
H 3.07 1.69 0.96 0.1113
H 3.03 -0.38 -0.51 0.1621
H 2.25 -1.54 0.23 -0.0064
H -0.21 -1.58 0.78 0.1776
H 0.34 -0.07 2.02 0.1830
H -1.09 1.59 0.86 0.1466
H -2.00 0.01 1.21 0.1630
C -2.80 0.84 -1.19 -0.2844
H -3.18 1.71 -0.52 0.1379
C -3.96 -0.11 -0.90 -0.1547
C -3.72 -1.35 -1.73 -0.2754
C -2.90 -2.59 -1.26 0.0910
C -2.46 -3.53 -2.31 -0.0739
C -3.35 -3.51 -3.22 -0.2261
C -4.07 -2.62 -3.77 -0.0438
C -4.33 -1.58 -2.79 -0.0955
H -5.22 -0.67 -3.26 0.1948
H -4.62 -2.62 -4.49 0.0164
H -2.90 -4.32 -4.00 0.1649
H -1.84 -4.07 -1.87 0.0313
H -2.23 -2.37 -0.34 0.1042
H -4.06 -0.51 0.07 0.0834
H -5.06 0.30 -1.12 0.1574
H -3.07 1.21 -2.29 0.1808
H -0.87 0.04 -2.77 0.1955
H 1.20 2.27 -0.29 0.1856
H -0.33 3.19 -0.29 0.0735
H 0.57 4.49 -2.03 0.0164
```